{"formula": "C2H3Cl2N2", "method": "the ωB97M-V functional and the def2-TZVPD basis", "charge": 1, "multiplicity": 1, "e_above_lowest_kj_mol": 0.5, "elements": ["C", "C", "N", "N", "Cl", "Cl", "H", "H", "H"], "xyz": [[-1.46622, 0.09879, -0.56850], [1.61071, -0.43713, -0.04401], [-2.56127, -0.06909, -0.28287], [0.94578, 0.62152, 0.20958], [-4.03395, -0.31541, 0.38192], [3.23848, -0.63600, 0.22733], [0.99379, -1.31575, -0.58780], [-0.00495, 0.66530, -0.08220], [1.27763, 1.38776, 0.74655]], "atomic_forces_ev_per_a": [[0.288, 0.015, -0.795], [-1.620, -1.730, -1.618], [-2.142, -0.396, 0.935], [2.361, -0.477, 0.822], [0.419, 0.076, -0.422], [-0.210, -0.027, 0.186], [1.636, 2.073, 1.257], [-1.660, -0.288, -0.748], [0.930, 0.754, 0.384]], "lowdin_charge": [0.032, -0.570, -0.505, 0.132, 0.798, 0.849, 0.173, -0.051, 0.143]}

{"formula": "C6H3GaN5O5", "method": "the ωB97M-V functional and the def2-TZVPD basis", "charge": 3, "multiplicity": 1, "elements": ["O", "C", "Ga", "O", "C", "C", "O", "C", "O", "C", "O", "N", "N", "N", "C", "N", "N", "H", "H", "H"], "xyz": [[-0.10101, 0.13359, -4.29949], [-0.03756, 0.05661, -3.16730], [0.11625, -0.16099, 0.34659], [2.13275, -2.70783, -0.20690], [1.42368, -1.81024, -0.16190], [-1.19522, 1.51297, 0.38257], [-1.91405, 2.40860, 0.45158], [-1.65103, -1.29929, -0.35209], [-2.59579, -1.93944, -0.26595], [1.66050, 1.28774, -0.33290], [2.50247, 2.05268, -0.20533], [-0.85313, 1.58471, 5.19952], [-0.52256, 0.69808, 4.21528], [0.27521, -0.34476, 4.56600], [0.56539, -0.84223, 3.36715], [0.04901, -0.08566, 2.36204], [-0.64219, 0.93790, 2.92016], [-1.65338, 2.14517, 4.93622], [-0.95625, 1.07472, 6.06172], [1.14880, -1.73803, 3.22805]], "atomic_forces_ev_per_a": [[0.160, -0.188, 2.805], [-0.145, 0.163, -2.491], [-0.190, 0.296, 0.712], [-2.905, 3.687, -0.028], [2.960, -3.773, 0.128], [-3.733, 4.681, 0.194], [3.234, -4.023, -0.433], [-3.506, -2.697, 0.893], [3.641, 2.548, -0.714], [3.387, 2.765, 1.114], [-3.310, -2.930, -0.898], [-0.140, -0.541, -1.348], [1.267, 0.703, -0.362], [-1.068, 0.228, -2.200], [0.110, 0.208, 0.690], [0.266, -0.491, -0.499], [0.042, -0.717, 1.737], [-0.172, 0.235, 0.052], [-0.015, -0.111, 0.599], [0.117, -0.042, 0.051]], "lowdin_charge": [0.138, 0.039, 0.434, 0.324, 0.127, 0.065, 0.310, 0.111, 0.309, 0.111, 0.308, 0.239, -0.175, 0.234, -0.077, -0.070, 0.124, 0.149, 0.149, 0.150]}

{"formula": "C34H92N2O11", "method": "the ωB97M-V functional and the def2-TZVPD basis", "smiles": "COC[C@H](C)N.COC[C@H](C)N.CC(C)O.CC(C)O.CC(C)O.CC(C)O.CC(C)O.CC(C)O.CC(C)O.CC(C)O.CCO", "multiplicity": 1, "e_above_lowest_kj_mol": 89.2, "elements": ["C", "C", "C", "O", "C", "N", "H", "H", "H", "H", "H", "H", "H", "H", "H", "H", "H", "C", "C", "C", "O", "C", "N", "H", "H", "H", "H", "H", "H", "H", "H", "H", "H", "H", "C", "C", "O", "H", "H", "H", "H", "H", "H", "C", "C", "C", "O", "H", "H", "H", "H", "H", "H", "H", "H", "C", "C", "C", "O", "H", "H", "H", "H", "H", "H", "H", "H", "C", "C", "C", "O", "H", "H", "H", "H", "H", "H", "H", "H", "C", "C", "C", "O", "H", "H", "H", "H", "H", "H", "H", "H", "C", "C", "C", "O", "H", "H", "H", "H", "H", "H", "H", "H", "C", "C", "C", "O", "H", "H", "H", "H", "H", "H", "H", "H", "C", "C", "C", "O", "H", "H", "H", "H", "H", "H", "H", "H", "C", "C", "C", "O", "H", "H", "H", "H", "H", "H", "H", "H"], "xyz": [[24.17246, 16.50148, 12.23800], [22.97120, 15.53620, 12.15387], [23.36410, 14.10066, 11.82371], [24.34717, 13.69814, 12.71264], [24.72571, 12.36769, 12.49024], [22.22717, 15.72576, 13.43146], [23.84117, 17.56297, 12.36562], [24.83483, 16.33583, 11.36856], [24.73448, 16.15340, 13.12307], [22.33770, 15.82056, 11.33397], [23.83635, 14.08612, 10.79804], [22.52056, 13.41295, 11.73114], [24.00180, 11.64213, 12.85417], [25.66294, 12.17420, 13.02362], [24.81276, 12.09777, 11.40568], [22.80345, 15.58568, 14.24108], [21.28170, 15.29644, 13.51531], [19.32319, 13.54606, 11.79281], [18.49304, 14.35525, 12.74182], [17.24396, 13.58503, 13.17768], [16.43428, 13.32199, 12.03477], [15.14292, 12.61136, 12.22666], [19.25291, 14.88388, 13.88781], [18.71581, 13.22703, 10.96001], [19.58082, 12.62263, 12.30363], [20.16663, 14.01981, 11.37253], [18.16586, 15.24640, 12.09802], [16.59943, 14.18195, 13.87143], [17.61686, 12.63770, 13.72960], [14.55481, 12.62218, 11.30992], [14.55747, 13.06404, 13.03014], [15.17136, 11.50325, 12.51912], [18.89004, 15.72619, 14.31029], [19.32042, 14.15243, 14.62858], [17.65945, 17.88924, 16.73395], [18.41124, 18.56632, 15.59640], [19.20972, 17.59202, 14.89463], [16.92456, 17.18548, 16.36802], [17.11660, 18.63444, 17.28970], [18.41000, 17.41689, 17.36389], [19.08783, 19.30052, 16.12354], [17.77601, 19.03003, 14.89514], [19.71044, 18.02978, 14.17645], [14.73449, 7.30904, 16.66277], [15.38027, 8.44640, 15.81805], [14.40736, 9.45003, 15.35440], [16.35610, 9.19536, 16.60330], [14.20467, 7.74898, 17.49256], [15.46420, 6.64178, 17.11391], [13.97144, 6.73518, 16.19499], [15.95204, 7.94606, 15.10004], [13.75581, 9.77333, 16.10478], [13.87217, 8.87228, 14.62765], [14.90951, 10.31036, 14.86488], [17.06370, 8.63751, 16.94380], [20.63851, 14.79524, 6.17452], [20.06694, 14.40466, 7.50154], [19.99472, 12.89021, 7.74688], [20.95958, 15.00270, 8.54800], [20.63845, 15.85397, 6.07949], [20.01318, 14.37139, 5.33131], [21.67275, 14.48313, 6.11801], [19.07630, 14.86084, 7.62917], [20.97060, 12.45398, 7.49471], [19.15286, 12.45579, 7.15460], [19.89405, 12.76117, 8.80791], [21.85378, 14.97996, 8.22806], [13.87292, 13.51683, 8.29031], [15.17492, 13.84324, 7.59665], [16.23488, 14.12059, 8.62973], [15.50743, 12.71115, 6.75506], [14.01300, 12.73621, 8.99452], [13.03259, 13.40921, 7.61260], [13.59921, 14.44502, 8.82276], [15.02538, 14.71089, 6.87529], [16.33784, 13.25002, 9.30207], [16.05683, 15.02240, 9.18927], [17.21608, 14.26524, 8.17754], [16.35905, 12.81993, 6.25528], [15.17773, 16.34642, 13.45275], [15.33658, 16.33639, 11.92088], [14.03460, 16.37641, 11.17618], [16.28601, 17.32944, 11.47726], [16.19200, 16.34459, 13.87303], [14.52666, 15.47420, 13.79626], [14.57416, 17.21196, 13.64842], [15.80831, 15.38284, 11.69324], [13.44021, 17.21243, 11.57518], [13.45763, 15.46700, 11.29778], [14.27772, 16.48814, 10.10272], [16.05310, 18.11951, 11.95158], [17.62507, 11.83561, 18.54373], [16.70755, 12.53074, 17.50952], [17.02246, 13.96062, 17.43455], [16.82051, 12.05805, 16.14301], [18.70026, 11.82210, 18.31381], [17.33188, 10.77633, 18.62422], [17.57664, 12.32438, 19.54011], [15.67781, 12.44627, 17.80529], [16.42328, 14.48360, 16.69570], [18.11169, 14.07161, 17.28840], [16.80040, 14.43673, 18.41000], [16.55832, 11.12714, 16.20378], [19.59784, 18.41894, 11.61756], [20.98760, 18.85021, 11.90018], [21.21042, 20.38510, 11.69836], [21.38922, 18.45005, 13.25016], [19.30000, 18.59106, 10.57361], [18.84767, 18.91680, 12.26614], [19.25752, 17.39580, 11.85626], [21.70446, 18.49164, 11.09914], [21.16816, 20.66203, 10.62688], [22.16420, 20.78278, 12.08902], [20.47661, 21.04190, 12.19467], [21.67011, 17.44513, 13.27304], [11.17938, 11.82387, 12.82994], [10.97261, 12.66815, 14.07039], [11.33441, 11.95959, 15.36324], [11.88617, 13.74403, 13.88856], [12.26258, 11.56783, 12.65768], [10.75007, 12.40514, 11.95744], [10.60687, 10.93010, 12.94386], [9.92324, 13.04174, 14.09520], [10.97059, 12.60221, 16.15794], [12.41439, 11.87744, 15.43648], [10.92115, 10.97466, 15.47343], [11.55650, 14.62372, 13.84867], [19.51970, 10.38810, 14.39885], [20.23012, 11.01903, 15.56704], [21.71789, 11.32308, 15.34616], [19.62101, 12.31616, 15.86125], [18.41189, 10.22695, 14.53111], [20.00573, 9.43463, 14.15912], [19.59810, 10.96480, 13.45399], [20.16300, 10.36140, 16.46207], [21.82090, 12.14496, 14.62434], [22.26296, 10.47742, 14.83244], [22.17989, 11.56988, 16.30549], [18.65905, 12.15849, 15.92457]], "atomic_forces_ev_per_a": [[0.042, -0.728, 0.041], [-0.318, 0.275, 1.077], [0.752, 0.899, -1.411], [0.315, -0.866, 0.573], [0.387, -0.714, -0.404], [-0.810, 0.215, -1.230], [0.354, -0.985, -0.221], [-0.264, 0.447, 0.292], [-0.005, 0.535, -0.290], [-0.641, 0.407, -0.345], [-0.430, 0.190, 0.460], [-0.274, -0.007, 0.532], [-0.445, 0.032, 0.370], [-0.103, 0.134, -0.282], [0.314, 0.576, 0.574], [0.111, -0.282, 0.197], [0.806, 0.047, -0.051], [-0.838, -1.484, 0.490], [-0.857, 2.463, -0.760], [-0.425, -0.704, 0.985], [-1.467, -1.789, -0.399], [1.122, -0.523, 0.935], [0.220, -1.712, 0.225], [-0.422, -0.026, -0.349], [0.586, -0.195, 0.017], [1.079, 0.786, -0.103], [0.101, -0.828, 1.117], [0.838, -0.454, -0.099], [-0.842, 1.150, -0.843], [0.390, 0.466, -0.161], [0.042, 0.358, -0.047], [0.832, 1.287, -0.368], [-0.235, 0.206, -0.134], [0.084, 0.672, -0.711], [0.358, 0.086, -0.790], [1.952, -0.670, 1.318], [-0.579, 0.462, 0.350], [-0.029, -0.464, -0.071], [-0.121, 0.367, 0.395], [-0.232, -0.224, 0.166], [-0.549, -0.302, -0.930], [-0.922, 0.913, -0.692], [0.196, -0.081, 0.444], [0.473, 1.290, 0.772], [0.666, -0.629, 3.057], [1.077, -0.148, -2.072], [-0.286, 0.018, 0.243], [-0.092, 0.442, 0.522], [0.253, -0.109, -0.258], [-0.346, -0.526, -1.057], [0.565, -0.374, -1.906], [-0.905, 0.513, 1.270], [-0.931, 0.264, -0.766], [-0.386, -0.490, 0.223], [-0.132, -0.141, -0.114], [-1.056, -0.864, -1.030], [1.167, 0.145, 1.323], [0.049, 0.805, -0.812], [-1.939, -0.428, -0.418], [-0.108, 1.002, -0.135], [0.910, 0.321, 0.781], [0.249, -0.431, -0.320], [0.397, 0.003, 0.250], [-0.338, -0.126, -0.277], [0.751, 0.026, 0.585], [-0.534, -0.318, 0.469], [0.562, -0.101, -0.357], [-0.294, 2.190, -0.526], [-0.009, 0.285, -1.653], [0.826, -0.672, -0.166], [0.886, -0.121, -0.288], [-0.151, -0.920, 0.475], [0.077, -0.704, -0.212], [0.159, -0.391, 0.249], [0.151, -0.630, 1.062], [-0.144, 0.460, -0.079], [-0.335, 0.282, 0.406], [0.013, -0.056, -0.195], [-1.237, 0.251, 0.984], [-0.700, -1.011, -0.994], [0.957, -1.465, 0.471], [0.058, 0.812, -0.386], [-0.654, -0.724, 0.127], [-0.549, 0.128, 0.369], [1.139, 0.862, -0.401], [0.027, 0.863, 0.785], [0.190, 0.068, -0.257], [-0.090, -0.029, -0.534], [-0.022, -0.271, 0.167], [-0.444, 0.204, 0.459], [0.018, 0.821, 0.192], [-0.091, -0.675, 0.047], [0.663, -0.195, -0.106], [0.782, 1.706, 1.097], [0.050, -0.641, 1.003], [-0.345, 0.322, -0.502], [-0.012, 0.321, 0.270], [-0.404, -0.306, -0.592], [-0.628, -0.478, 0.281], [0.180, 0.009, -0.303], [-0.466, 0.284, -0.342], [0.106, -0.161, -0.374], [0.142, -0.286, -0.297], [-2.372, -0.316, -0.049], [2.191, 0.624, 0.114], [-0.384, 0.631, 0.391], [0.040, -0.905, -1.249], [0.106, 0.098, 0.242], [0.504, 0.592, -0.338], [1.149, -0.157, -0.302], [-0.627, -0.576, 1.041], [-0.014, -0.381, 0.418], [-0.106, -0.780, -0.198], [-0.177, -0.527, -0.020], [-0.397, 1.507, -0.044], [-0.072, 0.679, -0.927], [0.077, 0.169, -0.703], [-0.004, 0.837, -0.037], [1.249, -0.322, 0.343], [-1.080, 0.377, 0.224], [0.768, -0.783, 0.747], [-0.344, -0.896, -0.188], [0.578, -0.265, 0.056], [0.132, -0.126, 0.467], [0.183, 0.061, -0.019], [-0.443, -0.438, -0.096], [-0.954, 0.732, 0.109], [-0.558, -0.496, -1.202], [-0.012, 1.216, 0.485], [0.068, -0.788, -1.108], [0.268, -1.040, -0.005], [1.106, 0.065, 0.278], [-0.282, -0.113, 0.160], [0.155, 0.037, 0.713], [-0.212, 0.263, -0.368], [-0.112, 0.120, 0.412], [-0.576, 0.529, 0.896], [0.105, 0.036, -0.312], [0.059, 0.124, -0.012]], "lowdin_charge": [-0.050, -0.397, -0.240, -0.181, -0.119, 0.048, 0.082, 0.082, 0.079, 0.116, 0.133, 0.115, 0.069, 0.092, 0.098, 0.085, 0.061, -0.047, -0.411, -0.195, -0.231, -0.055, 0.070, 0.066, 0.061, 0.049, 0.146, 0.106, 0.130, 0.059, 0.062, 0.093, 0.036, 0.075, -0.084, -0.291, -0.125, 0.052, 0.066, 0.080, 0.127, 0.085, 0.040, -0.036, -0.440, -0.048, -0.082, 0.075, 0.076, 0.067, 0.117, 0.067, 0.089, 0.089, 0.097, -0.073, -0.448, -0.048, -0.078, 0.067, 0.107, 0.078, 0.113, 0.083, 0.088, 0.052, 0.055, -0.054, -0.482, -0.042, -0.082, 0.059, 0.081, 0.074, 0.152, 0.093, 0.071, 0.050, 0.099, -0.040, -0.502, -0.055, -0.042, 0.072, 0.099, 0.065, 0.095, 0.083, 0.071, 0.080, 0.071, -0.039, -0.470, -0.077, -0.087, 0.074, 0.066, 0.090, 0.131, 0.077, 0.094, 0.096, 0.043, -0.082, -0.469, -0.068, -0.132, 0.091, 0.080, 0.070, 0.135, 0.077, 0.075, 0.071, 0.073, -0.062, -0.494, -0.050, -0.066, 0.088, 0.100, 0.059, 0.146, 0.078, 0.068, 0.072, 0.073, -0.063, -0.462, -0.053, -0.104, 0.084, 0.079, 0.065, 0.133, 0.072, 0.090, 0.079, 0.026]}

Number 1: total energy -1107.5249 Eh, LUMO energy -5.0 eV. Number 2: total energy -2803.8799 Eh, LUMO energy -13.5 eV. Number 3: total energy -2287.6413 Eh, LUMO energy 0.5 eV.